66
Properties=species:S:1:pos:R:3:mulliken_charge:R:1 method="wB97M-V/def2-TZVPD" charge=+1 homo_ev="-10.5812 / -10.5801" de_lowest_ev=0.547 multiplicity=1 lumo_ev="-4.02 / -4.10" orbital_gap_ev="6.558 / 6.475"
Co -0.620 -1.020 0.849 -0.465
S -1.052 -3.410 1.537 -0.276
C -1.941 -3.130 0.122 0.311
N -1.845 -1.957 -0.453 0.578
C -2.620 -1.840 -1.592 -0.895
C -2.736 -0.731 -2.429 0.357
C -3.572 -0.811 -3.526 -0.864
C -4.296 -1.972 -3.801 -0.639
C -4.186 -3.083 -2.985 -0.531
C -3.342 -3.009 -1.885 0.871
S -3.007 -4.236 -0.690 -0.235
H -2.179 0.170 -2.212 0.335
H -3.661 0.043 -4.185 0.461
H -4.954 -2.000 -4.659 0.419
H -4.738 -3.989 -3.194 0.416
Se -0.398 1.233 -0.268 -0.302
P 1.125 0.157 -1.440 0.485
Se 1.374 -1.864 -0.672 -0.365
C 0.574 0.129 -3.174 0.894
C 0.168 1.311 -3.792 -0.225
C -0.301 1.278 -5.094 -0.785
C -0.387 0.070 -5.774 -0.523
C 0.003 -1.107 -5.154 -0.720
C 0.486 -1.081 -3.854 -0.332
C 2.665 1.117 -1.256 1.025
C 3.814 0.512 -0.759 -0.443
C 4.952 1.274 -0.534 -0.652
C 4.942 2.634 -0.803 -0.519
C 3.798 3.236 -1.310 -0.755
C 2.657 2.483 -1.531 -0.402
H 0.195 2.248 -3.252 0.245
H -0.606 2.197 -5.577 0.409
H -0.763 0.047 -6.788 0.431
H -0.072 -2.051 -5.678 0.443
H 0.785 -2.000 -3.369 0.325
H 3.820 -0.550 -0.553 0.355
H 5.847 0.801 -0.151 0.446
H 5.827 3.228 -0.616 0.419
H 3.792 4.294 -1.532 0.427
H 1.759 2.961 -1.898 0.214
C 3.180 1.501 3.295 -1.559
C 2.355 0.391 3.962 2.185
C 3.265 -0.747 4.456 -1.664
C 1.521 0.964 5.123 -1.704
C 1.428 -0.170 2.991 0.067
N 0.686 -0.629 2.252 -0.105
H 3.884 1.893 4.029 0.444
H 2.541 2.317 2.957 0.398
H 3.742 1.123 2.441 0.307
H 3.959 -0.347 5.195 0.417
H 3.840 -1.174 3.634 0.413
H 2.682 -1.541 4.922 0.398
H 2.200 1.370 5.873 0.451
H 0.913 0.192 5.595 0.388
H 0.870 1.767 4.777 0.375
Br -2.921 0.396 5.971 -0.165
C -3.201 0.201 4.114 -0.367
C -4.414 0.523 3.528 -0.060
C -4.530 0.373 2.155 -0.994
C -3.442 -0.077 1.428 -0.110
N -2.284 -0.394 2.008 0.367
C -2.164 -0.266 3.327 -0.216
H -5.242 0.877 4.125 0.474
H -5.457 0.609 1.652 0.470
H -3.495 -0.185 0.352 0.320
H -1.223 -0.551 3.775 0.535